This record from the Open Molecules 2025 dataset describes C45H40BKN3O2S5Sb as an isolated structure. The level of theory is ωB97M-V with the def2-TZVPD basis set.

```
! wB97M-V def2-TZVPD RIJCOSX def2/J DEFGRID3
* xyz -2 1
K 1.142 -1.527 -1.406
S -2.965 0.200 4.266
C -3.561 -1.298 3.646
C -4.911 -1.684 3.814
C -5.444 -2.834 3.258
C -4.648 -3.662 2.470
C -3.308 -3.330 2.298
C -2.757 -2.213 2.921
S -1.018 -1.846 2.818
C -0.283 -3.503 2.673
C 0.253 -3.893 1.319
C 1.619 -4.070 1.120
C 2.065 -4.502 -0.122
C 1.143 -4.700 -1.139
C -0.197 -4.424 -0.877
C -1.249 -4.455 -1.955
S -2.124 -2.857 -2.020
C -1.729 -1.884 -3.466
C -2.738 -0.933 -3.670
C -2.619 0.066 -4.616
C -1.464 0.123 -5.387
C -0.478 -0.827 -5.212
C -0.572 -1.874 -4.270
S 0.723 -3.049 -4.180
N -0.623 -4.067 0.332
H -5.534 -1.023 4.406
H -6.489 -3.074 3.428
H -5.056 -4.540 1.982
H -2.687 -3.925 1.640
H -1.028 -4.233 2.991
H 0.534 -3.545 3.396
H 2.315 -3.856 1.921
H 3.124 -4.634 -0.307
H 1.443 -4.972 -2.140
H -2.019 -5.175 -1.669
H -0.839 -4.713 -2.927
H -3.620 -0.972 -3.041
H -3.410 0.797 -4.736
H -1.331 0.905 -6.126
H 0.422 -0.799 -5.814
C 4.657 4.009 -1.046
C 4.948 2.932 -0.221
C 3.926 2.224 0.399
C 2.594 2.578 0.198
C 2.314 3.665 -0.628
C 3.335 4.378 -1.245
Sb 0.954 1.382 0.917
C 1.843 0.688 2.730
C 1.479 1.157 3.988
C 2.031 0.595 5.132
C 2.958 -0.432 5.029
C 3.326 -0.906 3.777
C 2.764 -0.357 2.631
C -0.072 3.085 1.730
C 0.624 4.186 2.232
C -0.053 5.266 2.779
C -1.441 5.257 2.841
C -2.142 4.163 2.358
C -1.462 3.082 1.806
H 5.455 4.542 -1.548
H 5.976 2.618 -0.078
H 4.175 1.373 1.019
H 1.285 3.961 -0.805
H 3.092 5.207 -1.899
H 0.730 1.934 4.085
H 1.712 0.945 6.106
H 3.378 -0.876 5.924
H 4.042 -1.715 3.687
H 3.052 -0.744 1.655
H 1.708 4.203 2.192
H 0.505 6.112 3.165
H -1.972 6.095 3.277
H -3.223 4.131 2.424
H -2.029 2.227 1.456
C -6.344 0.755 -1.438
N -4.969 0.959 -1.042
C -4.277 0.109 -0.229
N -5.031 -0.752 0.490
S -2.623 0.107 -0.172
H -6.515 1.255 -2.390
H -7.052 1.170 -0.712
H -6.562 -0.308 -1.567
H -4.368 1.502 -1.638
H -5.981 -0.513 0.719
H -4.541 -1.318 1.171
O 2.813 0.220 -1.999
B 3.726 -0.578 -1.153
O 5.028 -0.277 -1.691
C 4.899 0.606 -2.713
C 5.881 1.189 -3.483
C 5.472 2.087 -4.473
C 4.126 2.372 -4.673
C 3.138 1.775 -3.887
C 3.557 0.899 -2.912
H 6.926 0.961 -3.316
H 6.216 2.568 -5.096
H 3.839 3.068 -5.451
H 2.085 1.985 -4.027
*
```

Properties
**Lowest unoccupied orbital energy**: 0.1413 Ha
**Relative energy (zero: lowest compared OMol25 entry of this formula, charge and spin)**: 437.76 kJ/mol
**Electronic energy**: -133598.524 eV
**Gap between HOMO and LUMO**: 5.4322 eV

This record from the Open Molecules 2025 dataset describes one molecule with the formula C3H6O2. The level of theory is ωB97M-V with the def2-TZVPD basis set.

```
! wB97M-V def2-TZVPD RIJCOSX def2/J DEFGRID3
* xyz 0 1
C 1.314 0.568 0.574
C 0.191 -0.385 0.244
O 0.263 -1.572 0.489
C -1.064 0.133 -0.447
O -1.631 -0.863 -1.244
H 1.588 0.493 1.630
H 1.082 1.606 0.320
H 2.187 0.252 -0.009
H -0.845 1.014 -1.058
H -1.755 0.455 0.354
H -1.331 -1.700 -0.854
*
```

Properties
**Lowest unoccupied orbital energy**: 0.0322 Ha
**SMILES string**: CC(=O)CO
**Relative energy (zero: lowest compared OMol25 entry of this formula, charge and spin)**: 77.86 kJ/mol
**Electronic energy**: -7302.871 eV
**Gap between HOMO and LUMO**: 10.9670 eV

This record from the Open Molecules 2025 dataset describes a 9-piece molecular cluster, C37H43N5O11 overall. The level of theory is ωB97M-V with the def2-TZVPD basis set.

```
! wB97M-V def2-TZVPD RIJCOSX def2/J DEFGRID3
* xyz 0 1
C -25.239 -15.433 -19.507
O -26.435 -15.497 -19.236
N -24.553 -16.521 -19.979
N -24.442 -14.315 -19.535
H -25.093 -17.353 -20.157
H -23.765 -16.379 -20.590
H -23.463 -14.338 -19.737
H -24.850 -13.497 -19.111
C -22.940 -16.576 -23.854
C -22.029 -17.584 -24.097
C -21.856 -18.110 -25.369
C -22.821 -17.842 -26.340
C -23.785 -16.855 -26.084
C -23.852 -16.261 -24.833
O -24.888 -15.403 -24.521
O -20.862 -19.057 -25.583
H -23.001 -16.083 -22.894
H -21.308 -17.823 -23.321
H -22.736 -18.163 -27.372
H -24.470 -16.541 -26.861
H -25.688 -15.771 -24.963
H -21.248 -19.713 -26.175
C -22.332 -19.269 -18.560
C -23.162 -20.328 -18.268
C -22.760 -21.655 -18.400
C -21.486 -21.904 -18.868
C -20.652 -20.848 -19.261
C -21.077 -19.541 -19.103
O -20.268 -18.492 -19.503
O -23.581 -22.709 -18.160
H -22.777 -18.281 -18.509
H -24.190 -20.144 -17.968
H -21.174 -22.931 -19.014
H -19.712 -21.028 -19.763
H -20.905 -17.774 -19.614
H -24.375 -22.488 -17.668
C -26.166 -20.673 -16.003
C -26.445 -19.423 -16.572
C -25.628 -18.351 -16.223
C -24.447 -18.607 -15.520
C -24.192 -19.810 -14.869
C -25.080 -20.854 -15.161
O -24.841 -22.105 -14.639
O -25.767 -17.123 -16.783
H -26.913 -21.454 -16.091
H -27.303 -19.338 -17.227
H -23.774 -17.801 -15.246
H -23.304 -20.049 -14.306
H -24.895 -22.850 -15.233
H -26.435 -17.113 -17.481
C -26.418 -11.145 -15.644
C -27.756 -10.933 -15.366
C -28.699 -11.302 -16.312
C -28.276 -11.755 -17.547
C -26.931 -11.908 -17.862
C -25.995 -11.549 -16.905
O -24.657 -11.716 -17.186
O -30.039 -11.205 -16.075
H -25.668 -10.878 -14.906
H -27.991 -10.484 -14.409
H -29.053 -12.031 -18.250
H -26.717 -12.340 -18.829
H -24.126 -11.777 -16.388
H -30.257 -10.780 -15.244
C -28.504 -16.620 -21.700
C -27.665 -16.525 -22.814
C -28.219 -16.409 -24.078
C -29.595 -16.218 -24.281
C -30.352 -16.094 -23.141
C -29.849 -16.317 -21.878
O -30.688 -16.153 -20.785
O -27.327 -16.371 -25.154
H -28.105 -16.612 -20.690
H -26.596 -16.487 -22.652
H -29.908 -16.072 -25.306
H -31.399 -15.814 -23.213
H -30.153 -16.448 -20.038
H -27.887 -16.401 -25.940
C -19.392 -14.907 -21.771
C -20.619 -15.462 -21.219
N -21.587 -15.872 -20.759
H -18.587 -14.912 -21.040
H -19.548 -13.888 -22.120
H -19.128 -15.594 -22.579
C -22.928 -21.021 -23.175
C -23.757 -20.127 -22.393
N -24.401 -19.375 -21.814
H -22.297 -20.449 -23.854
H -23.591 -21.585 -23.841
H -22.394 -21.747 -22.569
C -22.236 -11.175 -20.238
C -21.083 -11.336 -21.131
N -20.168 -11.430 -21.818
H -21.969 -10.476 -19.448
H -22.524 -12.139 -19.829
H -23.059 -10.728 -20.792
*
```

Properties
**Lowest unoccupied orbital energy**: 0.0134 Ha
**SMILES string**: Oc1ccc(O)cc1.Oc1ccc(O)cc1.Oc1ccc(O)cc1.Oc1ccc(O)cc1.Oc1ccc(O)cc1.NC(N)=O.CC#N.CC#N.CC#N
**Electronic energy**: -69038.625 eV
**Gap between HOMO and LUMO**: 8.1576 eV

This record from the Open Molecules 2025 dataset describes a 9-piece molecular cluster, C36H45F27O18 overall. The level of theory is ωB97M-V with the def2-TZVPD basis set.

```
! wB97M-V def2-TZVPD RIJCOSX def2/J DEFGRID3
* xyz 0 1
C -3.374 -2.764 0.959
C -4.580 -2.786 1.947
O -4.521 -3.909 2.840
C -5.295 -5.008 2.634
O -6.138 -5.078 1.717
C -5.041 -6.074 3.689
F -5.240 -7.256 3.131
F -3.832 -5.979 4.205
F -5.907 -5.971 4.768
H -3.377 -3.663 0.342
H -2.442 -2.837 1.520
H -3.307 -1.919 0.275
H -5.532 -2.741 1.417
H -4.463 -1.834 2.464
C -2.838 2.007 -3.417
C -3.750 0.907 -2.899
O -4.642 1.519 -1.989
C -5.537 0.700 -1.301
O -5.655 -0.549 -1.402
C -6.432 1.466 -0.371
F -6.306 0.959 0.886
F -6.086 2.753 -0.262
F -7.688 1.442 -0.747
H -2.506 2.611 -2.572
H -3.227 2.660 -4.198
H -1.992 1.547 -3.928
H -3.063 0.221 -2.403
H -4.210 0.418 -3.758
C 6.792 0.940 -3.511
C 5.904 -0.166 -4.205
O 6.530 -0.726 -5.338
C 6.439 -0.158 -6.593
O 5.939 0.933 -6.827
C 7.105 -0.965 -7.738
F 7.948 -1.802 -7.253
F 6.184 -1.535 -8.429
F 7.847 -0.168 -8.506
H 7.779 0.586 -3.213
H 6.329 1.369 -2.622
H 7.038 1.766 -4.178
H 4.978 0.292 -4.553
H 5.718 -0.919 -3.440
C -2.300 3.926 7.059
C -2.447 4.861 5.824
O -2.857 4.289 4.589
C -4.081 3.642 4.467
O -4.980 3.713 5.357
C -4.216 2.827 3.188
F -3.059 2.719 2.554
F -4.692 1.586 3.471
F -5.085 3.474 2.371
H -1.795 4.395 7.904
H -1.791 3.015 6.744
H -3.247 3.602 7.490
H -1.531 5.440 5.701
H -3.176 5.570 6.217
C -1.331 0.461 0.671
C -0.203 1.565 0.742
O 1.084 0.966 0.613
C 1.585 0.641 -0.586
O 0.935 0.793 -1.610
C 3.094 0.252 -0.474
F 3.238 -0.942 -1.116
F 3.866 1.167 -1.074
F 3.494 0.135 0.828
H -1.001 -0.212 -0.121
H -2.279 0.927 0.401
H -1.535 0.002 1.638
H -0.316 2.056 1.708
H -0.204 2.302 -0.061
C 4.459 -4.311 -2.343
C 4.434 -3.424 -3.566
O 3.957 -4.201 -4.715
C 3.832 -3.751 -5.979
O 3.974 -2.592 -6.282
C 3.450 -4.803 -7.091
F 4.364 -4.613 -8.115
F 3.526 -5.996 -6.617
F 2.223 -4.547 -7.590
H 4.997 -5.240 -2.529
H 3.426 -4.468 -2.032
H 4.915 -3.829 -1.478
H 5.452 -3.076 -3.739
H 3.947 -2.470 -3.361
C 2.539 5.142 2.131
C 1.337 4.957 3.026
O 1.093 6.161 3.752
C 0.206 7.107 3.397
O -0.450 6.967 2.401
C 0.130 8.276 4.292
F 0.159 9.373 3.537
F -0.998 8.247 4.955
F 1.174 8.460 5.141
H 2.566 4.562 1.208
H 3.404 4.908 2.752
H 2.640 6.181 1.815
H 1.441 4.137 3.736
H 0.451 4.688 2.452
C -2.831 -1.679 5.257
C -2.210 -0.511 6.087
O -0.801 -0.429 5.894
C -0.284 0.296 4.917
O -0.917 0.930 4.038
C 1.277 0.311 4.862
F 1.790 -0.205 5.988
F 1.645 -0.516 3.916
F 1.803 1.547 4.699
H -2.253 -2.599 5.335
H -2.826 -1.498 4.182
H -3.830 -1.987 5.568
H -2.462 -0.735 7.123
H -2.683 0.460 5.940
C 1.407 -1.474 -4.605
C 0.509 -2.185 -3.556
O 0.887 -3.507 -3.251
C 0.554 -4.530 -4.036
O 0.034 -4.463 -5.179
C 0.740 -5.951 -3.365
F -0.402 -6.619 -3.657
F 1.800 -6.554 -3.896
F 0.851 -5.939 -2.054
H 2.395 -1.287 -4.183
H 1.034 -0.457 -4.722
H 1.432 -1.976 -5.572
H -0.530 -2.153 -3.884
H 0.502 -1.597 -2.638
*
```

Properties
**Lowest unoccupied orbital energy**: 0.0034 Ha
**SMILES string**: CCOC(=O)C(F)(F)F.CCOC(=O)C(F)(F)F.CCOC(=O)C(F)(F)F.CCOC(=O)C(F)(F)F.CCOC(=O)C(F)(F)F.CCOC(=O)C(F)(F)F.CCOC(=O)C(F)(F)F.CCOC(=O)C(F)(F)F.CCOC(=O)C(F)(F)F
**Relative energy (zero: lowest compared OMol25 entry of this formula, charge and spin)**: 439.38 kJ/mol
**Electronic energy**: -148288.221 eV
**Gap between HOMO and LUMO**: 11.2230 eV

This record from the Open Molecules 2025 dataset describes a 3-piece molecular cluster, C41H84ClF4N7O6P3 overall. The level of theory is ωB97M-V with the def2-TZVPD basis set.

```
! wB97M-V def2-TZVPD RIJCOSX def2/J DEFGRID3
* xyz 1 1
C -1.565 6.489 3.663
C -2.644 5.267 4.010
O -2.355 4.130 3.122
P -3.776 3.194 2.752
O -4.925 3.368 3.866
C -3.193 1.340 2.610
C -2.937 1.136 0.955
C -2.074 -0.174 0.737
N -0.776 -0.213 -0.076
C -0.241 -1.542 0.495
C 0.894 -2.391 -0.223
C 1.781 -3.168 0.970
F 1.815 -4.651 0.678
C -1.016 -0.277 -1.601
C -1.520 -1.672 -2.245
C -0.518 -2.497 -3.246
C 0.982 -2.161 -3.748
C 1.856 -3.084 -4.815
C 1.199 -4.474 -5.473
C -0.343 -4.819 -4.954
C -1.192 -3.891 -3.890
C -2.723 -4.361 -3.528
C -1.725 1.008 -2.303
C -3.333 1.141 -2.370
Cl -4.463 -0.219 -1.788
C -4.072 1.498 -3.792
C -4.491 0.139 -4.678
C -1.023 1.330 -3.796
F -1.370 0.364 -4.848
F -1.204 2.781 -4.190
F 0.489 1.294 -3.777
O -1.329 2.270 -1.591
C -0.145 2.252 -0.833
C 0.165 0.960 0.177
C 0.155 1.529 1.750
C 1.769 0.752 -0.045
C 2.661 0.078 1.125
O -4.510 3.714 1.244
C -4.202 5.120 0.942
C -2.746 5.335 0.163
H -0.536 6.063 3.235
H -1.961 7.239 2.855
H -1.303 7.119 4.642
H -2.457 5.007 5.151
H -3.733 5.689 3.942
H -4.102 0.651 2.867
H -2.219 1.132 3.226
H -4.046 1.172 0.557
H -2.472 2.186 0.681
H -1.871 -0.609 1.835
H -2.779 -1.017 0.266
H -1.124 -2.315 0.727
H 0.169 -1.263 1.583
H 0.374 -3.316 -0.774
H 1.567 -1.881 -1.030
H 1.292 -3.075 2.029
H 2.902 -2.831 0.991
H 0.133 -0.278 -1.946
H -2.008 -2.442 -1.511
H -2.365 -1.384 -3.044
H 1.492 -1.185 -3.359
H 2.926 -2.711 -5.108
H 1.773 -5.144 -6.265
H -0.837 -5.783 -5.436
H -3.498 -3.718 -4.163
H -2.874 -5.493 -3.832
H -2.949 -4.262 -2.380
H -3.688 2.042 -1.659
H -3.632 2.354 -4.428
H -5.150 1.904 -3.461
H -4.535 0.496 -5.809
H -3.682 -0.703 -4.634
H -5.584 -0.220 -4.409
H 0.770 2.489 -1.563
H -0.152 3.193 -0.095
H -0.692 2.356 1.919
H 1.139 2.164 1.997
H 0.044 0.682 2.547
H 2.236 1.851 -0.138
H 2.062 0.236 -1.080
H 2.111 -0.420 2.018
H 3.364 -0.737 0.608
H 3.428 0.859 1.604
H -4.300 5.858 1.845
H -5.021 5.473 0.148
H -2.903 6.267 -0.561
H -2.452 4.438 -0.528
H -1.911 5.652 0.932
O 2.682 4.313 -1.037
P 3.285 5.228 -2.131
N 4.888 4.732 -1.769
C 6.096 5.543 -1.808
C 5.209 3.408 -2.309
N 2.867 6.638 -1.221
C 3.685 7.073 -0.093
C 1.462 6.652 -0.778
N 3.980 6.279 -3.389
C 4.031 7.739 -3.349
C 3.406 5.882 -4.683
H 6.447 5.730 -2.827
H 6.908 5.038 -1.270
H 5.987 6.503 -1.309
H 5.387 3.455 -3.387
H 4.389 2.703 -2.138
H 6.093 2.980 -1.821
H 3.943 6.241 0.577
H 3.173 7.839 0.504
H 4.593 7.566 -0.424
H 1.309 6.049 0.127
H 0.801 6.257 -1.558
H 1.131 7.674 -0.565
H 3.040 8.194 -3.259
H 4.489 8.134 -4.265
H 4.675 8.098 -2.543
H 2.353 6.181 -4.752
H 3.456 4.795 -4.804
H 3.956 6.319 -5.523
O -0.919 -5.566 4.467
P 0.026 -6.746 4.134
N -0.978 -7.288 2.852
C -1.235 -8.664 2.450
C -0.841 -6.476 1.640
N -0.397 -7.537 5.612
C -1.647 -8.282 5.734
C -0.288 -6.665 6.794
N 1.113 -8.102 3.751
C 1.323 -9.289 4.578
C 2.433 -7.548 3.413
H -0.397 -9.108 1.904
H -2.113 -8.709 1.795
H -1.477 -9.318 3.284
H 0.088 -6.710 1.112
H -0.827 -5.408 1.881
H -1.687 -6.629 0.958
H -2.503 -7.723 5.334
H -1.866 -8.533 6.779
H -1.585 -9.248 5.243
H -1.169 -6.019 6.913
H 0.594 -6.018 6.724
H -0.176 -7.259 7.708
H 1.684 -9.045 5.583
H 2.065 -9.954 4.118
H 0.418 -9.895 4.651
H 2.933 -7.157 4.306
H 2.328 -6.726 2.697
H 3.079 -8.296 2.941
*
```

Properties
**Lowest unoccupied orbital energy**: -0.1215 Ha
**Electronic energy**: -117821.791 eV
**Gap between HOMO and LUMO**: 6.1100 eV

This record from the Open Molecules 2025 dataset describes C5H7BaI2O5 as an isolated structure. The level of theory is ωB97M-V with the def2-TZVPD basis set.

```
! wB97M-V def2-TZVPD RIJCOSX def2/J DEFGRID3
* xyz -1 1
Ba 1.072 -0.854 -0.838
O 0.422 -3.258 -4.167
C 0.824 -2.691 -3.182
O 0.290 -1.601 -2.635
C 2.083 -3.210 -2.371
O 2.724 -4.161 -2.742
O 2.300 -2.479 -1.285
I 1.872 0.444 1.945
I 4.095 0.210 3.723
C -2.176 1.148 0.140
C -1.083 1.098 1.197
C -0.967 2.449 1.892
O 0.115 0.662 0.564
H -3.151 1.306 0.608
H -2.221 0.221 -0.434
H -1.990 1.971 -0.556
H -1.375 0.362 1.955
H -0.745 3.228 1.156
H -0.180 2.456 2.644
H -1.911 2.698 2.385
*
```

Properties
**Lowest unoccupied orbital energy**: 0.0783 Ha
**Relative energy (zero: lowest compared OMol25 entry of this formula, charge and spin)**: 0.00 kJ/mol
**Electronic energy**: -32434.382 eV
**Gap between HOMO and LUMO**: 7.9419 eV

> Which value of electronic energy does entry 2 give?

-7302.871 eV